Below is a cluster of 2 separate species, C4H9N in total, with properties calculated with the ωB97M-V functional and the def2-TZVPD basis.

Summary:
- SMILES string = C=CN.C=C
- E (eV) = -5781.712
- relative energy (zero: lowest compared OMol25 entry of this formula, charge and spin) (kcal per mole) = 48.4
- F_max (Eh/bohr) = 0.0829
- gap between HOMO and LUMO (eV) = 9.52

Structure (ORCA input):
```
! wB97M-V def2-TZVPD RIJCOSX def2/J DEFGRID3
* xyz 0 1
C 0.32 1.71 -0.85
C 1.61 2.04 -0.60
N 2.17 2.30 0.66
H -0.40 1.69 -0.04
H 0.09 1.26 -1.77
H 2.33 1.95 -1.38
H 2.84 2.94 0.71
H 1.62 2.36 1.50
C -2.07 -2.44 -0.25
C -1.42 -3.05 0.76
H -1.56 -1.71 -0.77
H -3.14 -2.59 -0.25
H -0.43 -2.83 0.91
H -1.97 -3.63 1.37
*
```

***

Below is an isolated molecule of C4H9N, with properties calculated with the ωB97M-V functional and the def2-TZVPD basis.

Summary:
- SMILES string = C=CCNC
- E (eV) = -5781.630
- relative energy (zero: lowest compared OMol25 entry of this formula, charge and spin) (kcal per mole) = 50.3
- F_max (Eh/bohr) = 0.0364
- gap between HOMO and LUMO (eV) = 9.82

Structure (ORCA input):
```
! wB97M-V def2-TZVPD RIJCOSX def2/J DEFGRID3
* xyz 0 1
C -2.15 0.64 -0.51
C -1.07 -0.11 -0.23
C -0.08 0.37 0.83
N 1.28 -0.23 0.83
C 1.68 -0.63 -0.54
H -2.78 0.43 -1.37
H -2.50 1.30 0.27
H -1.17 -1.22 -0.34
H -0.53 0.07 1.77
H 0.01 1.46 0.83
H 2.00 0.43 1.13
H 2.58 -1.28 -0.45
H 1.73 0.16 -1.30
H 1.00 -1.40 -0.90
*
```

***

Below is an isolated molecule of C4H9N, with properties calculated with the ωB97M-V functional and the def2-TZVPD basis.

Summary:
- SMILES string = C=CCCN
- E (eV) = -5782.725
- relative energy (zero: lowest compared OMol25 entry of this formula, charge and spin) (kcal per mole) = 25.1
- F_max (Eh/bohr) = 0.0349
- gap between HOMO and LUMO (eV) = 10.31

Structure (ORCA input):
```
! wB97M-V def2-TZVPD RIJCOSX def2/J DEFGRID3
* xyz 0 1
C -0.73 -2.12 0.34
C -1.20 -1.03 -0.27
C -0.28 0.09 -0.69
C 0.54 0.78 0.44
N 1.15 2.01 -0.07
H 0.35 -2.21 0.32
H -1.29 -2.88 0.85
H -2.20 -0.97 -0.68
H 0.48 -0.21 -1.42
H -0.85 0.83 -1.24
H 1.20 -0.03 0.75
H -0.14 1.01 1.27
H 0.80 2.79 0.46
H 2.16 1.95 -0.06
*
```

***

Below is a cluster of 2 separate species, C4H9N in total, with properties calculated with the ωB97M-V functional and the def2-TZVPD basis.

Summary:
- SMILES string = C=CC.C=N
- E (eV) = -5782.146
- relative energy (zero: lowest compared OMol25 entry of this formula, charge and spin) (kcal per mole) = 38.4
- F_max (Eh/bohr) = 0.0329
- gap between HOMO and LUMO (eV) = 10.70

Structure (ORCA input):
```
! wB97M-V def2-TZVPD RIJCOSX def2/J DEFGRID3
* xyz 0 1
C -0.65 -2.27 -0.79
C -0.56 -1.93 0.49
C -1.56 -1.08 1.22
H 0.15 -2.85 -1.22
H -1.48 -2.04 -1.45
H 0.32 -2.27 1.02
H -1.65 -0.10 0.76
H -1.17 -0.91 2.22
H -2.56 -1.49 1.25
C 1.06 2.77 -0.92
N 1.88 2.46 -0.01
H 0.58 3.76 -0.99
H 0.89 2.24 -1.86
H 2.18 1.51 -0.22
*
```

***

Below is an isolated molecule of C4H9N, with properties calculated with the ωB97M-V functional and the def2-TZVPD basis.

Summary:
- SMILES string = CN1CCC1
- E (eV) = -5782.526
- relative energy (zero: lowest compared OMol25 entry of this formula, charge and spin) (kcal per mole) = 29.6
- F_max (Eh/bohr) = 0.0417
- gap between HOMO and LUMO (eV) = 9.74

Structure (ORCA input):
```
! wB97M-V def2-TZVPD RIJCOSX def2/J DEFGRID3
* xyz 0 1
C 1.85 0.03 0.06
N 0.50 0.04 -0.39
C -0.41 -1.05 0.06
C -1.58 -0.04 0.03
C -0.51 1.02 0.04
H 2.43 0.89 -0.28
H 1.96 0.05 1.17
H 2.34 -0.95 -0.20
H -0.30 -1.39 1.06
H -0.53 -1.87 -0.62
H -2.18 -0.12 -0.89
H -2.24 0.05 0.85
H -0.38 1.41 1.07
H -0.73 1.95 -0.56
*
```

***

Below is an isolated molecule of C4H9N, with properties calculated with the ωB97M-V functional and the def2-TZVPD basis.

Summary:
- SMILES string = C/C=C/NC
- E (eV) = -5780.776
- relative energy (zero: lowest compared OMol25 entry of this formula, charge and spin) (kcal per mole) = 70.0
- F_max (Eh/bohr) = 0.0525
- gap between HOMO and LUMO (eV) = 8.19

Structure (ORCA input):
```
! wB97M-V def2-TZVPD RIJCOSX def2/J DEFGRID3
* xyz 0 1
C 0.24 -1.66 1.89
C -0.17 -0.42 1.21
C 0.31 0.20 0.06
N -0.57 0.64 -0.93
C 0.08 1.33 -2.04
H 0.39 -2.49 1.18
H 1.13 -1.83 2.54
H -0.56 -2.17 2.47
H -0.86 0.27 1.72
H 1.36 0.50 0.17
H -0.96 -0.26 -1.18
H 1.12 0.93 -2.30
H -0.60 1.33 -2.89
H 0.35 2.36 -1.79
*
```